{
  "formula": "C50H136BF6N13O16PbS2",
  "method": "ωB97M-V with the def2-TZVPD basis set",
  "orbital_gap_ev": 8.16,
  "lumo_energy_ev": 0.0,
  "energy_ha": -5515.1171,
  "homo_energy_ev": -8.1,
  "fmax_ha_per_bohr": 0.1003,
  "total_charge": 0,
  "species": ["Pb", "C", "F", "F", "F", "S", "O", "O", "N", "S", "O", "O", "C", "F", "F", "F", "B", "H", "H", "H", "H", "C", "C", "C", "O", "C", "N", "H", "H", "H", "H", "H", "H", "H", "H", "H", "H", "H", "C", "C", "C", "O", "C", "N", "H", "H", "H", "H", "H", "H", "H", "H", "H", "H", "H", "C", "C", "C", "O", "C", "N", "H", "H", "H", "H", "H", "H", "H", "H", "H", "H", "H", "C", "C", "C", "O", "C", "N", "H", "H", "H", "H", "H", "H", "H", "H", "H", "H", "H", "C", "C", "C", "O", "C", "N", "H", "H", "H", "H", "H", "H", "H", "H", "H", "H", "H", "C", "C", "C", "O", "C", "N", "H", "H", "H", "H", "H", "H", "H", "H", "H", "H", "H", "C", "C", "C", "O", "C", "N", "H", "H", "H", "H", "H", "H", "H", "H", "H", "H", "H", "C", "C", "C", "O", "C", "N", "H", "H", "H", "H", "H", "H", "H", "H", "H", "H", "H", "C", "C", "C", "O", "C", "N", "H", "H", "H", "H", "H", "H", "H", "H", "H", "H", "H", "C", "C", "C", "O", "C", "N", "H", "H", "H", "H", "H", "H", "H", "H", "H", "H", "H", "C", "C", "C", "O", "C", "N", "H", "H", "H", "H", "H", "H", "H", "H", "H", "H", "H", "C", "C", "C", "O", "C", "N", "H", "H", "H", "H", "H", "H", "H", "H", "H", "H", "H"],
  "coordinates": [[5.91229, 1.87749, 30.31922], [7.23013, -2.04157, 32.38751], [8.26363, -1.42582, 31.73398], [7.27615, -3.35176, 32.11542], [7.30234, -1.91407, 33.72191], [5.61950, -1.16759, 31.63646], [5.87589, -0.96736, 30.23180], [4.50770, -2.01581, 32.03667], [5.56312, 0.46705, 32.30058], [4.67340, 0.33488, 33.51750], [3.24664, 0.24022, 33.16472], [5.18077, -0.60303, 34.46736], [5.00337, 2.02801, 34.35211], [4.80137, 3.01607, 33.48386], [4.20025, 2.23164, 35.42180], [6.34309, 2.09400, 34.72246], [5.68277, 1.87983, 27.68251], [5.54270, 1.82054, 26.61429], [6.61198, 2.35741, 27.95218], [4.86548, 2.36474, 28.19353], [5.68787, 0.91033, 28.15610], [12.20300, 3.17084, 35.98235], [10.80368, 3.30051, 36.62753], [10.07481, 1.92510, 36.66502], [9.66265, 1.57496, 35.39259], [9.27770, 0.25438, 35.11775], [11.07356, 3.70594, 37.98066], [12.71572, 4.12949, 35.90351], [12.18977, 2.89140, 34.92886], [12.84927, 2.43804, 36.46547], [10.26508, 4.00216, 35.99060], [9.29325, 1.96241, 37.42387], [10.73442, 1.14914, 37.05346], [8.27940, -0.02491, 35.45464], [10.04236, -0.44746, 35.45059], [9.16947, 0.07935, 34.04735], [10.17284, 3.94275, 38.37147], [11.61117, 4.55318, 37.86552], [1.92942, 3.99131, 31.43503], [2.94775, 2.94809, 31.00703], [2.36523, 1.92313, 30.01916], [3.18287, 0.72771, 30.02319], [2.59837, -0.22521, 29.12628], [3.99583, 3.73101, 30.36289], [2.24166, 4.49120, 32.35194], [1.02575, 3.43844, 31.69157], [1.70848, 4.76861, 30.70353], [3.41863, 2.40352, 31.82546], [2.10654, 2.42299, 29.08572], [1.42464, 1.64850, 30.49662], [3.33331, -1.02790, 29.18681], [2.49365, 0.16264, 28.11302], [1.62508, -0.62026, 29.41738], [3.61372, 4.15864, 29.53148], [4.13979, 4.53431, 30.95794], [8.81953, -4.22319, 29.02831], [8.94155, -5.60617, 28.40196], [9.34250, -5.66263, 26.92971], [9.64508, -6.96176, 26.54223], [10.06858, -7.04721, 25.12513], [9.86898, -6.32551, 29.24521], [9.75521, -3.67394, 29.13285], [8.48166, -4.28052, 30.06303], [8.11411, -3.67213, 28.40634], [7.92175, -5.98722, 28.45579], [10.14163, -4.94892, 26.72947], [8.52898, -5.18745, 26.38152], [9.31657, -6.80538, 24.37406], [10.36579, -8.08946, 25.00902], [10.98546, -6.47744, 24.97415], [10.09280, -7.08188, 28.61441], [10.67519, -5.72018, 29.30611], [10.80997, -9.13467, 33.75411], [10.08961, -8.11096, 32.78008], [9.63617, -6.80283, 33.47513], [8.43540, -6.99891, 34.32654], [7.94537, -5.92862, 35.10048], [11.05517, -7.73418, 31.75314], [10.15373, -9.30309, 34.60797], [11.72262, -8.72028, 34.18242], [11.06767, -10.05872, 33.23659], [9.23178, -8.51462, 32.24221], [9.40020, -5.98156, 32.79844], [10.47398, -6.48005, 34.09322], [7.46802, -5.15818, 34.49497], [8.79332, -5.44968, 35.59007], [7.24009, -6.28238, 35.85250], [11.59680, -8.48836, 31.35570], [10.59959, -7.13415, 31.08045], [2.30590, -3.33966, 34.08296], [3.04374, -3.42251, 35.43466], [2.55652, -4.56526, 36.35260], [1.14404, -4.48338, 36.54424], [0.65270, -5.50109, 37.41665], [4.50087, -3.66029, 35.20191], [1.24672, -3.16745, 34.27418], [2.44824, -4.29509, 33.57801], [2.64032, -2.45321, 33.54398], [2.72730, -2.59004, 36.06313], [2.98587, -4.50883, 37.35289], [2.75652, -5.52352, 35.87320], [1.11140, -5.22877, 38.36721], [0.95311, -6.47434, 37.02855], [-0.43563, -5.48007, 37.47325], [4.82783, -2.97066, 34.54039], [5.03599, -3.34634, 35.99889], [9.17528, 4.27819, 33.00579], [7.95073, 3.89983, 32.10018], [8.08105, 4.54444, 30.67911], [7.03444, 4.17395, 29.79546], [6.87857, 5.03966, 28.63833], [7.93371, 2.47478, 31.93459], [9.38743, 5.32856, 33.20530], [10.07263, 3.87695, 32.53476], [9.13583, 3.64982, 33.89557], [7.02700, 4.25970, 32.55330], [9.09156, 4.35499, 30.31707], [8.00393, 5.61772, 30.85289], [5.87579, 4.99102, 28.21386], [7.65370, 4.83154, 27.90077], [6.88753, 6.09912, 28.89434], [7.98776, 2.04832, 32.84855], [8.84535, 2.26795, 31.55216], [-0.59761, -2.06677, 38.19347], [-1.32402, -1.23647, 37.05573], [-0.64079, -1.49224, 35.69207], [-0.73086, -0.29452, 34.90375], [-0.24535, -0.49863, 33.57354], [-2.69337, -1.78207, 36.93680], [-1.00484, -1.84705, 39.18038], [0.47960, -1.91176, 38.25407], [-0.72312, -3.14919, 38.16635], [-1.35284, -0.16589, 37.25855], [-1.06521, -2.35115, 35.17222], [0.39848, -1.72140, 35.92766], [0.77910, -0.86958, 33.54211], [-0.44439, 0.39007, 32.97462], [-0.87910, -1.20065, 33.03165], [-3.30608, -1.41896, 37.65293], [-3.04187, -1.51390, 36.02754], [9.56679, -0.28334, 27.65424], [9.37558, 0.31108, 29.06688], [10.32203, 1.51415, 29.31261], [10.48102, 1.80461, 30.72240], [11.09927, 0.81543, 31.57810], [7.97083, 0.65515, 29.11466], [8.83050, -1.05775, 27.43910], [10.56158, -0.72566, 27.60082], [9.37518, 0.45718, 26.87770], [9.56492, -0.51416, 29.75334], [10.13987, 2.33348, 28.61718], [11.32184, 1.17542, 29.04105], [12.09904, 0.60275, 31.19954], [10.60130, -0.15211, 31.51493], [11.26415, 1.15257, 32.60145], [7.58969, 1.23053, 28.37726], [7.56690, -0.22608, 28.83116], [2.51501, -2.91915, 40.32174], [3.10670, -1.55443, 40.51643], [2.67071, -0.48332, 39.52189], [3.07903, -0.78491, 38.14378], [2.72843, 0.27807, 37.23689], [2.81623, -1.18664, 41.92591], [2.54137, -3.65990, 41.12093], [3.00168, -3.35468, 39.44907], [1.47625, -2.81776, 40.00742], [4.19093, -1.54612, 40.40464], [3.00821, 0.51250, 39.80926], [1.58640, -0.43137, 39.62020], [3.39724, 1.10508, 37.47527], [1.70198, 0.60310, 37.40671], [2.82977, 0.04971, 36.17590], [3.03204, -1.98595, 42.50437], [3.28226, -0.38198, 42.32017], [6.81219, -0.42508, 38.04917], [6.74797, -1.82315, 37.33237], [7.91165, -2.66284, 37.76189], [9.13267, -2.12452, 37.05607], [10.30209, -2.94934, 37.25856], [5.49099, -2.43193, 37.64558], [7.68753, 0.06215, 37.61961], [6.93900, -0.45574, 39.13133], [5.95234, 0.20361, 37.81782], [6.73877, -1.70230, 36.24913], [7.73157, -3.69426, 37.45880], [8.10993, -2.68223, 38.83353], [10.38149, -3.30275, 38.28662], [11.20290, -2.36785, 37.06233], [10.26383, -3.82532, 36.61104], [4.81552, -1.69413, 37.78525], [5.61128, -2.96745, 38.49342], [7.23184, -2.72174, 25.14504], [6.10282, -1.78364, 25.69333], [5.41316, -2.20462, 27.07160], [5.03056, -3.59878, 27.00521], [4.96747, -4.18926, 28.28869], [6.71495, -0.45444, 25.87128], [6.93657, -3.76569, 25.25031], [8.13149, -2.64600, 25.75577], [7.39479, -2.43052, 24.10738], [5.27849, -1.70353, 24.98470], [4.51688, -1.65070, 27.35081], [6.16848, -2.11971, 27.85286], [5.99635, -4.36333, 28.60366], [4.52865, -5.17763, 28.15218], [4.45035, -3.57258, 29.02381], [6.93245, -0.00670, 24.99247], [6.12253, 0.23136, 26.31717], [6.73791, 3.32501, 37.88305], [7.47673, 4.58324, 37.45976], [6.46742, 5.66599, 37.04063], [5.66080, 6.06776, 38.16251], [4.86654, 7.17840, 38.04155], [8.20743, 5.09068, 38.64828], [6.05556, 3.46069, 38.72214], [7.45332, 2.59038, 38.25265], [6.23103, 2.85379, 37.04095], [8.20598, 4.48669, 36.65541], [5.90023, 5.25036, 36.20777], [6.88153, 6.58437, 36.62447], [5.46554, 8.08895, 38.02754], [4.23547, 7.20875, 38.92977], [4.15911, 7.26048, 37.21639], [8.67762, 5.93497, 38.35469], [7.55768, 5.52715, 39.28657]],
  "lowdin_charge": [1.570, -0.543, 0.090, 0.143, 0.129, 0.704, -0.356, -0.276, -0.417, 0.505, -0.284, -0.291, -0.559, 0.109, 0.123, 0.080, -0.510, -0.010, -0.060, -0.068, -0.076, -0.065, -0.437, -0.200, -0.186, -0.092, 0.050, 0.070, 0.060, 0.082, 0.108, 0.098, 0.129, 0.069, 0.089, 0.065, 0.033, 0.072, -0.044, -0.440, -0.168, -0.245, -0.071, -0.039, 0.083, 0.080, 0.088, 0.089, 0.139, 0.122, 0.070, 0.098, 0.096, 0.089, 0.083, -0.062, -0.430, -0.243, -0.179, -0.048, 0.047, 0.079, 0.069, 0.059, 0.136, 0.126, 0.108, 0.087, 0.083, 0.083, 0.071, 0.082, -0.049, -0.404, -0.146, -0.207, -0.118, 0.010, 0.067, 0.069, 0.065, 0.128, 0.110, 0.113, 0.071, 0.060, 0.090, 0.067, 0.011, -0.038, -0.391, -0.194, -0.229, -0.098, 0.067, 0.051, 0.089, 0.044, 0.110, 0.104, 0.120, 0.077, 0.085, 0.084, 0.021, 0.009, -0.024, -0.394, -0.179, -0.322, -0.059, 0.000, 0.082, 0.073, 0.055, 0.126, 0.128, 0.125, 0.089, 0.100, 0.086, 0.068, 0.047, -0.052, -0.362, -0.197, -0.188, -0.101, 0.020, 0.070, 0.039, 0.059, 0.128, 0.128, 0.097, 0.064, 0.080, 0.082, 0.064, 0.063, -0.054, -0.385, -0.127, -0.244, -0.057, -0.014, 0.048, 0.078, 0.084, 0.115, 0.133, 0.115, 0.086, 0.070, 0.087, -0.003, 0.047, -0.051, -0.431, -0.165, -0.230, -0.077, 0.032, 0.085, 0.063, 0.068, 0.119, 0.122, 0.112, 0.072, 0.091, 0.075, 0.059, 0.065, -0.025, -0.421, -0.135, -0.219, -0.096, 0.052, 0.047, 0.085, 0.065, 0.109, 0.117, 0.125, 0.080, 0.081, 0.067, 0.049, 0.088, -0.049, -0.360, -0.144, -0.205, -0.093, 0.033, 0.058, 0.054, 0.073, 0.123, 0.110, 0.091, 0.062, 0.094, 0.083, 0.080, -0.010, -0.051, -0.384, -0.178, -0.193, -0.143, 0.037, 0.091, 0.056, 0.055, 0.122, 0.115, 0.119, 0.086, 0.092, 0.086, 0.072, 0.068]
}